1.
Entry from the Open Molecules 2025 dataset: a molecular structure, C3H10CdN5 at a distorted geometry (ωB97M-V/def2-TZVPD).

```
! wB97M-V def2-TZVPD RIJCOSX def2/J DEFGRID3
* xyz -1 1
C -1.154 0.467 -1.753
Cd 0.087 0.715 -0.022
N 1.315 0.861 1.893
N 1.650 1.739 -1.361
H 1.744 -0.035 2.084
H -1.013 1.924 0.349
H -2.185 0.311 -1.467
H -0.724 -0.435 -2.187
H -1.039 1.327 -2.395
H 2.522 1.248 -1.371
H 1.797 2.688 -1.052
H 1.278 1.769 -2.303
H 2.028 1.573 1.870
H 0.676 1.070 2.651
N -0.212 -1.329 0.326
C -0.551 -2.412 0.589
N -0.919 -3.580 0.884
C -2.111 -3.841 1.400
N -3.188 -4.059 1.865
*
```

Properties
LUMO energy: 2.89 eV
Total energy: -561.73730 hartree
HOMO-LUMO gap: 4.64 eV
Relative energy (zero: lowest compared OMol25 entry of this formula, charge and spin): 0.000 eV

2.
Entry from the Open Molecules 2025 dataset: a molecular structure, C3H10Cl3N2O2Ti at a distorted geometry (ωB97M-V/def2-TZVPD).

```
! wB97M-V def2-TZVPD RIJCOSX def2/J DEFGRID3
* xyz -1 3
C -0.478 -1.502 2.023
Ti -0.240 0.391 0.637
N -0.053 2.387 -0.089
N -2.403 0.466 0.033
H 0.119 2.354 -1.090
H -0.853 -0.458 2.297
H 0.467 -1.777 2.487
H -0.535 -1.955 0.978
H -1.408 -1.804 2.568
H -2.552 0.573 -0.985
H -2.897 1.304 0.516
H -3.027 -0.316 0.317
H -0.854 3.009 0.041
H 0.734 2.844 0.366
Cl 4.097 -0.708 -1.323
C 2.460 -1.022 -1.857
Cl 2.060 -0.283 -3.457
Cl 2.053 -2.770 -1.940
C 1.438 -0.394 -0.796
O 1.677 0.099 0.372
O 0.195 -0.437 -1.099
*
```

Properties
LUMO energy (spin up / spin down): 2.47 / 2.50 eV
Total energy: -2610.26736 hartree
HOMO-LUMO gap (spin up / spin down): 3.02 / 2.51 eV